Record 1
Density functional theory data (wB97M-V/def2-TZVPD) for C18H35LaN6O3 as an isolated structure in a non-equilibrium geometry.

Cartesian coordinates (Å):
La 0.218 -0.155 0.459
C -1.684 -3.069 -1.623
C -2.250 -3.290 -0.215
N -1.501 -2.430 0.757
C -2.319 -2.375 1.947
C -3.178 -1.210 1.652
N -2.417 0.050 1.545
C -3.090 1.209 0.917
C -3.233 1.241 -0.554
C -2.441 2.255 -1.275
N -1.019 1.888 -1.362
C -0.617 1.389 -2.709
C -1.025 -0.048 -2.837
N -0.683 -0.861 -1.684
C -0.371 -2.200 -1.833
H -2.469 -2.455 -2.174
H -1.715 -4.009 -2.200
H -2.085 -4.339 0.018
H -3.348 -3.021 -0.220
H -0.586 -3.024 1.047
H -1.758 -2.241 2.811
H -2.780 -3.368 2.252
H -4.125 -1.084 2.223
H -3.628 -1.411 0.687
H -2.253 0.528 2.427
H -2.438 2.095 1.218
H -4.116 1.376 1.270
H -4.327 1.569 -0.717
H -3.062 0.202 -0.810
H -2.554 3.149 -0.604
H -2.967 2.550 -2.164
H -0.307 2.702 -1.225
H 0.411 1.543 -2.915
H -1.164 1.913 -3.529
H -0.456 -0.349 -3.729
H -2.089 -0.127 -3.043
H 2.613 -1.870 0.659
H 0.329 -2.392 -0.954
H 0.264 -2.397 -2.782
N -1.256 3.063 3.468
C 0.134 2.924 3.628
C 0.704 2.165 2.403
O 1.820 1.574 2.385
O -0.101 2.060 1.479
H -1.450 3.668 2.668
H -1.700 3.528 4.257
H 0.251 2.331 4.551
H 0.858 3.803 3.692
C 6.877 -0.698 -0.386
C 5.433 -0.244 -0.675
C 4.694 -0.634 -1.815
C 3.391 -0.203 -1.972
N 2.804 0.601 -1.102
C 3.501 0.951 -0.038
C 4.783 0.545 0.231
H 7.231 -0.408 0.604
H 7.546 -0.103 -1.038
H 6.970 -1.749 -0.543
H 5.098 -1.271 -2.663
H 2.847 -0.474 -2.860
H 2.837 1.448 0.741
H 5.300 0.860 1.087
O 1.649 -1.672 1.171

## Properties
Highest occupied orbital energy   -6.582 eV
Orbital gap   7.153 eV
Molecular weight   522.42 u
Relative energy (zero: lowest compared OMol25 entry of this formula, charge and spin)   0.533 eV
Energy   -1292.7151 hartree

***

Record 2
Density functional theory data (wB97M-V/def2-TZVPD) for a 2-piece molecular cluster, C3H7N2S overall in a non-equilibrium geometry.

Cartesian coordinates (Å):
C -0.142 1.729 -0.156
C -1.477 -0.270 -0.268
C -0.569 -1.542 -0.240
N 1.043 1.773 0.292
N 0.753 -1.094 0.101
S -2.975 0.175 -0.065
H -0.359 2.733 -0.477
H -0.602 -1.996 -1.342
H -1.179 -2.290 0.343
H 1.599 2.628 0.495
H 1.509 0.908 0.443
H 1.545 -1.740 -0.190
H 0.855 -1.012 1.064

## Properties
Highest occupied orbital energy   -13.487 eV
Net charge   +1
Orbital gap   8.499 eV
Molecular weight   103.17 u
Relative energy (zero: lowest compared OMol25 entry of this formula, charge and spin)   4.641 eV
Energy   -625.8016 hartree

***

Record 3
Density functional theory data (wB97M-V/def2-TZVPD) for C4H6N2 as an isolated structure in a non-equilibrium geometry.

Cartesian coordinates (Å):
N 0.204 1.285 -2.946
C -0.021 0.824 -1.910
C -0.359 0.246 -0.603
C 0.414 -0.965 -0.040
C 0.154 -0.278 1.312
N 0.074 0.999 0.580
H -1.436 0.012 -0.595
H -0.002 -1.958 -0.217
H 1.469 -0.927 -0.318
H 0.908 -0.325 2.101
H -0.822 -0.604 1.707
H -0.582 1.691 0.929

## Properties
Highest occupied orbital energy   -9.993 eV
Orbital gap   10.814 eV
Molecular weight   82.11 u
Relative energy (zero: lowest compared OMol25 entry of this formula, charge and spin)   1.582 eV
Energy   -265.4774 hartree

***

Record 4
Density functional theory data (wB97M-V/def2-TZVPD) for a single C5H7NO molecule.

Cartesian coordinates (Å):
N 2.908 0.365 0.873
C 1.844 0.273 0.223
O 1.162 -0.584 -0.563
C -1.302 -0.683 -1.448
C -1.478 -0.518 0.013
C -0.703 0.709 0.532
C 0.590 0.774 -0.258
H 3.450 -0.495 0.788
H -1.410 -1.761 -1.678
H -1.297 -1.398 0.646
H -2.572 -0.334 0.050
H -0.506 0.623 1.606
H -1.263 1.634 0.365
H 0.578 1.397 -1.149

## Properties
Highest occupied orbital energy   -8.952 eV
Orbital gap   8.695 eV
Molecular weight   97.12 u
Relative energy (zero: lowest compared OMol25 entry of this formula, charge and spin)   5.888 eV
Energy   -324.5081 hartree